#a
{
  "formula": "C20H55N5O5",
  "method": "ωB97M-V/def2-TZVPD",
  "symbols": ["C", "O", "C", "C", "C", "N", "H", "H", "H", "H", "H", "H", "H", "H", "H", "H", "H", "C", "O", "C", "C", "C", "N", "H", "H", "H", "H", "H", "H", "H", "H", "H", "H", "H", "C", "O", "C", "C", "C", "N", "H", "H", "H", "H", "H", "H", "H", "H", "H", "H", "H", "C", "O", "C", "C", "C", "N", "H", "H", "H", "H", "H", "H", "H", "H", "H", "H", "H", "C", "O", "C", "C", "C", "N", "H", "H", "H", "H", "H", "H", "H", "H", "H", "H", "H"],
  "coordinates": [[37.78642, -2.58290, 41.49709], [37.26197, -2.62083, 40.15225], [36.60093, -3.88328, 39.81673], [35.70049, -3.55055, 38.56217], [34.86076, -4.65273, 37.93396], [36.72431, -3.04364, 37.60490], [38.79080, -2.98829, 41.61948], [37.02347, -2.94591, 42.18574], [37.76335, -1.50751, 41.67347], [37.33759, -4.68554, 39.77411], [35.89616, -4.23558, 40.56991], [35.01603, -2.71894, 38.72962], [34.27223, -5.14205, 38.71004], [35.54553, -5.38794, 37.51128], [34.34661, -4.26144, 37.05610], [37.27917, -3.86874, 37.42759], [37.21289, -2.45863, 38.26759], [29.86655, -6.47155, 29.43849], [29.74886, -5.99969, 28.07926], [29.44185, -4.55968, 27.96227], [29.77048, -4.06837, 26.58317], [29.65253, -2.58049, 26.29006], [28.84871, -4.51360, 25.59496], [28.87032, -6.75158, 29.78084], [30.41231, -5.81954, 30.12049], [30.42979, -7.40063, 29.35083], [28.40844, -4.42645, 28.28229], [30.18426, -4.16097, 28.65361], [30.71984, -4.37529, 26.14429], [28.68607, -2.22068, 26.64305], [29.82518, -2.42780, 25.22471], [30.33856, -1.86297, 26.74022], [28.17562, -5.11297, 26.05083], [29.33106, -5.12427, 24.95114], [22.65219, -2.45689, 36.45596], [23.63530, -3.27737, 37.00581], [24.91545, -3.02561, 36.46715], [25.89413, -3.98072, 36.88173], [25.62086, -5.30639, 36.03549], [25.79471, -4.23974, 38.29210], [22.74459, -1.43504, 36.82391], [21.66747, -2.82705, 36.74128], [22.59097, -2.41580, 35.36845], [24.90331, -2.83989, 35.39316], [25.23070, -2.07508, 36.89753], [26.92603, -3.81696, 36.57115], [24.59655, -5.67812, 36.00874], [26.20179, -6.08554, 36.52898], [25.84871, -5.20025, 34.97487], [24.90076, -4.70415, 38.21957], [25.46501, -3.33217, 38.58828], [36.06158, -1.01575, 25.93494], [35.91560, 0.13891, 25.13467], [35.71715, 1.37908, 25.85851], [35.92179, 2.49271, 24.78480], [35.82979, 3.93203, 25.32680], [34.91128, 2.43161, 23.79248], [35.05373, -1.29759, 26.23972], [36.69093, -0.75608, 26.78618], [36.57769, -1.79616, 25.37575], [34.80939, 1.37085, 26.46184], [36.45192, 1.57539, 26.63932], [36.84080, 2.50126, 24.19876], [36.49004, 3.93121, 26.19407], [34.82851, 4.25253, 25.61458], [36.08638, 4.58876, 24.49556], [34.74659, 1.45869, 23.57706], [34.08454, 2.66801, 24.32230], [29.91745, -9.84757, 21.11213], [29.68130, -8.59032, 20.57714], [28.61683, -8.59471, 19.67072], [29.06020, -8.73498, 18.25251], [30.08983, -7.70443, 17.81160], [28.01754, -8.51986, 17.29806], [30.86969, -9.83523, 21.64240], [30.01829, -10.61243, 20.34212], [29.11919, -10.17589, 21.77779], [27.71366, -9.15874, 19.90362], [28.26074, -7.56561, 19.62315], [29.52959, -9.70810, 18.10828], [30.27005, -7.62378, 16.73963], [31.01641, -8.02005, 18.29112], [29.80304, -6.67289, 18.01600], [27.79642, -7.53689, 17.36862], [28.56369, -8.63223, 16.45592]],
  "homo_energy_ev": -9.10,
  "gap_ev": 9.8038,
  "e_lumo_ev": 0.7,
  "smiles": "COC[C@H](C)N.COC[C@H](C)N.COC[C@H](C)N.COC[C@H](C)N.COC[C@H](C)N"
}



#b
{
  "formula": "C20H55N5O5",
  "method": "ωB97M-V/def2-TZVPD",
  "symbols": ["C", "O", "C", "C", "C", "N", "H", "H", "H", "H", "H", "H", "H", "H", "H", "H", "H", "C", "O", "C", "C", "C", "N", "H", "H", "H", "H", "H", "H", "H", "H", "H", "H", "H", "C", "O", "C", "C", "C", "N", "H", "H", "H", "H", "H", "H", "H", "H", "H", "H", "H", "C", "O", "C", "C", "C", "N", "H", "H", "H", "H", "H", "H", "H", "H", "H", "H", "H", "C", "O", "C", "C", "C", "N", "H", "H", "H", "H", "H", "H", "H", "H", "H", "H", "H"],
  "coordinates": [[24.41876, -17.54104, -4.34673], [23.18609, -17.60731, -5.05352], [22.27444, -16.66724, -4.53140], [21.03993, -16.65871, -5.41515], [21.31396, -16.14083, -6.84654], [19.96511, -15.83702, -4.82066], [24.94635, -16.63672, -4.68580], [25.03786, -18.38909, -4.62651], [24.27728, -17.44415, -3.26827], [21.89290, -16.96731, -3.54722], [22.69622, -15.65564, -4.54677], [20.65909, -17.67152, -5.60811], [21.75354, -16.88650, -7.51044], [22.05182, -15.32771, -6.83502], [20.41724, -15.69849, -7.27743], [19.07406, -16.21480, -5.10324], [20.09643, -15.88274, -3.81329], [22.48209, -14.23503, 2.93331], [22.75184, -14.75667, 1.65061], [22.08510, -14.11111, 0.58566], [21.32253, -15.18593, -0.21868], [20.33730, -15.90765, 0.66332], [22.27025, -16.19203, -0.75434], [21.44469, -14.45871, 3.20663], [22.61775, -13.15345, 3.05022], [23.17202, -14.70174, 3.63377], [21.42734, -13.31917, 0.96685], [22.80586, -13.58149, -0.05289], [20.82656, -14.68046, -1.05000], [19.56596, -15.22535, 1.05017], [20.76649, -16.39039, 1.54004], [19.67339, -16.59746, 0.13537], [23.13204, -15.72685, -1.04193], [22.60222, -16.68860, 0.07374], [20.64356, -17.70894, 9.83335], [21.70299, -17.77825, 8.90619], [21.26102, -18.02082, 7.60204], [22.38884, -18.20327, 6.62199], [23.38740, -17.05745, 6.56480], [21.87870, -18.52056, 5.28254], [20.96989, -17.89786, 10.85227], [19.96797, -18.55740, 9.62543], [20.08621, -16.77947, 9.68202], [20.63585, -18.92627, 7.54570], [20.58996, -17.19357, 7.31248], [22.86078, -19.12651, 7.00049], [23.77740, -16.77490, 5.59638], [24.22044, -17.23906, 7.25258], [22.89925, -16.23988, 7.11239], [22.42360, -19.18968, 4.75040], [20.97902, -18.99886, 5.33222], [24.68465, -10.53797, 0.32559], [24.77819, -9.89710, 1.59210], [23.91430, -8.79950, 1.78365], [24.51776, -7.94929, 2.90764], [23.58345, -6.79115, 3.22446], [25.78324, -7.33022, 2.45435], [25.51556, -10.25198, -0.32769], [23.76782, -10.18727, -0.15428], [24.71601, -11.61372, 0.48723], [23.84728, -8.20039, 0.86846], [22.88591, -9.07252, 2.05834], [24.70819, -8.55394, 3.79028], [23.31419, -6.23022, 2.33097], [24.05416, -6.12917, 3.95238], [22.69051, -7.13718, 3.75579], [26.42638, -8.07829, 2.20570], [25.64722, -6.80740, 1.59545], [18.82426, -18.44557, 3.62836], [18.81008, -18.07113, 4.98685], [17.58665, -17.47642, 5.40302], [17.57569, -16.01978, 5.04109], [18.69443, -15.27643, 5.81048], [16.30762, -15.38565, 5.46491], [17.96001, -19.01931, 3.28412], [19.68948, -19.04668, 3.33991], [18.97974, -17.52017, 3.06134], [16.72547, -18.03900, 5.01896], [17.51252, -17.58542, 6.48856], [17.74057, -15.89984, 3.96495], [18.61056, -14.21462, 5.58199], [19.66235, -15.66102, 5.48757], [18.58084, -15.46574, 6.87672], [16.37774, -14.38039, 5.37642], [15.57623, -15.68754, 4.82566]],
  "homo_energy_ev": -9.07,
  "gap_ev": 9.6513,
  "e_lumo_ev": 0.6,
  "smiles": "COC[C@H](C)N.COC[C@H](C)N.COC[C@H](C)N.COC[C@H](C)N.COC[C@H](C)N"
}



#b is preferred energetically. Next in line: 76.8 kcal/mol higher.